{"formula": "C20H56N5O6", "method": "ωB97M-V with the def2-TZVPD basis set", "fmax_ev_per_a": 9.9, "homo_energy_ev": -5.27, "e_above_lowest_kcal_mol": 23.3, "energy_ev": -41371.82472, "e_lumo_ev": 2.72, "orbital_gap_ev": 7.9924, "charge": -1, "mol_weight_g_mol": 462.7, "species": ["O", "H", "C", "C", "C", "O", "C", "N", "H", "H", "H", "H", "H", "H", "H", "H", "H", "H", "H", "C", "C", "C", "O", "C", "N", "H", "H", "H", "H", "H", "H", "H", "H", "H", "H", "H", "C", "C", "C", "O", "C", "N", "H", "H", "H", "H", "H", "H", "H", "H", "H", "H", "H", "C", "C", "C", "O", "C", "N", "H", "H", "H", "H", "H", "H", "H", "H", "H", "H", "H", "C", "C", "C", "O", "C", "N", "H", "H", "H", "H", "H", "H", "H", "H", "H", "H", "H"], "xyz": [[-0.4795, -0.3177, 0.2027], [0.2400, 0.1605, 0.3671], [-0.9422, -3.9123, 3.3691], [-0.5761, -2.5753, 2.7377], [0.9128, -2.4012, 2.7072], [1.4121, -2.3087, 4.0207], [2.6853, -1.9355, 4.0760], [-1.0401, -2.7778, 1.3032], [-2.2126, -4.0841, 3.1448], [-0.5632, -3.8842, 4.2810], [-0.3551, -4.8025, 3.0374], [-1.0009, -1.6041, 3.0416], [0.8998, -1.4255, 2.0567], [1.3981, -3.1622, 2.1694], [2.8883, -2.1145, 5.0370], [2.6948, -0.8258, 3.8410], [3.4117, -2.8143, 3.4037], [-0.4607, -3.2827, 0.7192], [-0.9584, -1.6898, 0.8861], [-1.6014, 3.8099, 3.0537], [-1.0067, 2.5986, 2.2859], [-0.4008, 1.5729, 3.3158], [0.3367, 2.2133, 4.3279], [0.5402, 1.3040, 5.4609], [-1.8583, 1.9947, 1.2242], [-0.8379, 4.1708, 3.7158], [-2.5400, 3.4865, 3.6145], [-1.7093, 4.6134, 2.2320], [0.0463, 2.9100, 1.9278], [0.3184, 0.6781, 2.9649], [-1.1864, 0.9963, 3.6909], [1.0659, 0.4383, 5.0807], [-0.4799, 1.1450, 5.9744], [1.1221, 2.0242, 6.1184], [-2.6254, 1.3803, 1.6409], [-1.1614, 1.2785, 0.7853], [2.6012, -3.3711, -2.3878], [2.0256, -2.6996, -1.2502], [2.8365, -1.4720, -0.6763], [4.1616, -2.0874, -0.3520], [5.0769, -1.1503, 0.1503], [0.6695, -2.2751, -1.6227], [2.1276, -4.2901, -3.0327], [3.6938, -3.7814, -2.2172], [2.9377, -2.8555, -3.1936], [1.9878, -3.3936, -0.3730], [2.3658, -1.1075, 0.0779], [2.9926, -0.7257, -1.5467], [4.4978, -0.4566, 1.0590], [5.4424, -0.5874, -0.6570], [5.8108, -1.5788, 0.5544], [0.1585, -1.6246, -0.7830], [0.6576, -1.5718, -2.2782], [-3.8047, -2.1186, -2.2983], [-3.0847, -0.8112, -2.0014], [-3.6506, 0.3626, -2.8558], [-3.6496, -0.0434, -4.2813], [-2.4182, -0.2529, -4.8421], [-3.2200, -0.4716, -0.5398], [-3.2210, -2.9436, -1.7087], [-3.7217, -2.4087, -3.3551], [-4.8426, -2.0719, -1.8808], [-1.9012, -0.7963, -2.0665], [-3.0894, 1.3329, -2.7334], [-4.6247, 0.4830, -2.4091], [-1.5513, 0.3769, -4.6084], [-2.4559, -0.4165, -5.9178], [-2.0368, -1.0683, -4.2072], [-2.2628, -0.5368, -0.2967], [-3.3435, 0.4888, -0.4672], [1.4703, 2.6304, -1.1424], [0.1609, 2.4646, -1.8347], [0.0234, 3.3676, -3.1356], [0.4270, 4.7664, -2.7672], [0.2898, 5.6422, -3.9564], [0.0476, 1.0616, -2.2522], [1.5967, 3.5845, -0.7047], [2.3496, 2.3988, -1.5863], [1.5883, 1.8511, -0.4377], [-0.4081, 2.5359, -1.0219], [-1.0441, 3.3182, -3.4158], [0.6097, 2.9163, -3.9668], [0.7576, 5.2478, -4.7522], [0.5900, 6.5526, -3.6795], [-0.8847, 5.6441, -4.0437], [-0.0021, 0.4848, -1.3570], [-0.7133, 0.6000, -2.7633]], "forces_ev_per_a": [[-4.2, -2.5, -1.2], [4.9, 2.8, 1.4], [-4.2, -0.2, -3.3], [-0.1, -2.8, -3.4], [-1.7, 3.1, -0.5], [-3.0, -0.9, -1.0], [2.2, -0.5, -4.0], [-1.8, 5.9, 1.1], [4.0, 0.2, 1.2], [0.4, 0.1, 5.2], [-0.6, 0.8, -1.1], [-0.4, -0.9, 0.6], [1.3, -1.2, 1.3], [0.8, -1.2, -0.7], [1.9, -0.2, 3.8], [1.2, -1.1, -0.3], [-1.6, 3.1, 1.5], [1.9, -1.6, -1.0], [-0.2, -3.4, 0.9], [-0.5, -0.4, -2.0], [2.5, -0.4, 0.8], [1.5, -1.5, -1.0], [-0.4, -0.6, 0.9], [-1.1, 3.5, 0.1], [1.5, -1.3, 0.7], [0.1, 0.1, 0.6], [1.0, 0.8, -0.8], [-0.6, -1.1, 1.5], [-1.9, 0.3, -0.8], [-1.4, 2.0, -0.5], [-1.8, -0.8, 1.3], [0.0, -0.5, 0.5], [1.6, -0.4, -0.8], [-0.3, -1.6, -0.3], [1.4, 1.1, -0.4], [-2.1, 0.9, 0.5], [3.5, -5.8, -1.8], [-1.7, 1.7, 2.0], [4.7, -4.2, -7.7], [-1.5, 0.9, 0.4], [-8.0, 4.1, -0.1], [-2.2, 0.0, 4.9], [0.2, 2.0, 2.5], [-2.0, 0.3, 0.7], [0.1, 3.0, -2.4], [-0.3, 0.3, -0.7], [-2.7, 2.5, 5.2], [-0.3, -0.8, 1.5], [1.8, -1.5, -2.6], [0.3, 1.6, -1.0], [5.8, -3.8, 3.5], [1.6, -2.1, -2.0], [0.7, 1.7, -2.4], [1.6, -1.5, 1.3], [1.9, 1.6, 0.7], [1.9, -1.1, -0.6], [-2.6, 2.4, 1.3], [2.0, -1.5, 1.7], [-0.7, -1.9, -1.5], [-1.2, 1.4, -0.9], [-0.5, 0.2, 0.3], [0.8, 0.0, -0.6], [-2.3, -0.9, -0.8], [-0.3, -1.0, -0.1], [-0.9, 0.2, -0.9], [-0.6, 1.5, -0.3], [-0.3, -0.3, 0.2], [0.4, -1.1, -1.3], [1.0, -0.3, 1.4], [-0.7, 2.4, 0.1], [-0.6, 0.0, 0.7], [2.4, -0.9, -4.7], [-0.3, 0.6, 2.5], [0.0, -1.4, -2.1], [-5.7, -3.5, 3.9], [0.9, -2.4, 0.9], [-0.2, 1.0, 0.7], [2.7, -0.2, -2.9], [-0.7, -0.7, 1.8], [-3.9, 1.7, 2.5], [0.2, 0.5, -0.1], [0.0, 0.5, 0.7], [1.6, -1.3, -3.0], [1.4, 3.5, 0.9], [2.1, 0.4, -0.8], [0.1, 0.8, -1.3], [-0.1, 1.7, 0.0]]}

{"formula": "C20H56N5O6Ti", "method": "ωB97M-V with the def2-TZVPD basis set", "fmax_ev_per_a": 3.6, "homo_energy_ev": [-0.86, -6.21], "energy_ev": -64490.30332, "e_lumo_ev": [2.58, 2.57], "orbital_gap_ev": [3.4315, 8.7751], "charge": -1, "mol_weight_g_mol": 510.6, "multiplicity": 5, "species": ["Ti", "O", "H", "C", "C", "C", "O", "C", "N", "H", "H", "H", "H", "H", "H", "H", "H", "H", "H", "H", "C", "C", "C", "O", "C", "N", "H", "H", "H", "H", "H", "H", "H", "H", "H", "H", "H", "C", "C", "C", "O", "C", "N", "H", "H", "H", "H", "H", "H", "H", "H", "H", "H", "H", "C", "C", "C", "O", "C", "N", "H", "H", "H", "H", "H", "H", "H", "H", "H", "H", "H", "C", "C", "C", "O", "C", "N", "H", "H", "H", "H", "H", "H", "H", "H", "H", "H", "H"], "xyz": [[0.3159, 1.6109, 2.7229], [-0.2943, 0.5706, 0.7835], [-0.1995, -0.2436, 0.2519], [4.8118, 1.1233, 0.9021], [3.4484, 0.7921, 0.2176], [3.3497, -0.7062, -0.1134], [4.4057, -1.0753, -1.0384], [4.5098, -2.4683, -1.1507], [2.4841, 1.1207, 1.2637], [5.5055, 0.6165, 0.2313], [4.9458, 0.7763, 1.9267], [5.1448, 2.1539, 1.0248], [3.4154, 1.2981, -0.7473], [2.3571, -1.1019, -0.3285], [3.5225, -1.3092, 0.7780], [3.5865, -2.9216, -1.5114], [4.7719, -2.7759, -0.1384], [5.2019, -2.7759, -1.9345], [1.5835, 0.8709, 0.8809], [2.4829, 2.1242, 1.1497], [-2.9100, -2.0330, -2.1271], [-1.8828, -1.0513, -1.5516], [-0.6591, -0.9455, -2.4275], [0.4858, -1.8773, -2.2753], [1.5812, -1.3766, -2.9652], [-2.4637, 0.2233, -1.3339], [-2.5243, -3.0023, -2.4429], [-3.4124, -1.6204, -3.0020], [-3.5868, -2.2913, -1.3126], [-1.6049, -1.7055, -0.7253], [-0.3195, 0.0896, -2.4646], [-0.8873, -1.1290, -3.4774], [2.4721, -2.0026, -3.0141], [1.9009, -0.4207, -2.5505], [1.3952, -1.1894, -4.0228], [-1.7512, 0.7822, -0.8866], [-3.0291, 0.0375, -0.5179], [-4.1050, 3.4672, 3.3527], [-3.4867, 2.3670, 2.5950], [-4.6208, 1.5613, 1.8606], [-4.2821, 0.3801, 1.1221], [-3.7518, -0.7328, 1.8405], [-2.5295, 2.8699, 1.7084], [-4.9772, 3.1812, 3.9406], [-4.6011, 4.1059, 2.6220], [-3.4397, 3.9308, 4.0811], [-2.9245, 1.6607, 3.2060], [-5.3227, 2.1612, 1.2814], [-5.2362, 1.1230, 2.6463], [-2.7699, -0.3946, 2.1714], [-3.5471, -1.5442, 1.1421], [-4.4175, -0.9104, 2.6851], [-2.0979, 2.1298, 1.1735], [-2.8184, 3.5939, 1.0660], [-0.4442, -6.9373, -1.1839], [-0.3634, -6.3212, 0.2700], [-0.6026, -4.7719, 0.3408], [-0.3597, -4.4316, 1.7158], [-0.4229, -3.0399, 1.8468], [-1.1900, -7.0277, 1.2293], [-0.3698, -8.0202, -1.0843], [0.2211, -6.7868, -2.0342], [-1.4738, -6.7237, -1.4708], [0.7087, -6.4248, 0.4377], [-1.6047, -4.6598, -0.0730], [0.0458, -4.3181, -0.4087], [-1.4069, -2.7466, 1.4809], [0.2760, -2.4729, 1.2319], [-0.3236, -2.6833, 2.8720], [-0.9934, -7.9996, 1.4216], [-1.2471, -6.5636, 2.1245], [0.8840, 3.4019, -1.8266], [1.4813, 3.9823, -0.4712], [1.7942, 5.5085, -0.3170], [2.5871, 5.9498, -1.3663], [2.7005, 7.3904, -1.4435], [0.5767, 3.5240, 0.5485], [1.1667, 4.0855, -2.6271], [-0.1331, 3.0112, -1.8589], [1.3556, 2.4469, -2.0584], [2.4868, 3.5700, -0.3876], [2.3525, 5.6179, 0.6128], [0.8324, 6.0152, -0.3956], [3.3865, 7.7920, -0.6977], [1.7730, 7.9629, -1.4325], [3.0310, 7.6762, -2.4421], [-0.1453, 4.2160, 0.6899], [0.1954, 2.6607, 0.1887]], "forces_ev_per_a": [[-0.2, -0.2, -0.3], [-0.1, 0.1, -0.3], [0.0, 0.6, 0.7], [0.7, -0.8, -1.2], [1.6, -1.1, 1.9], [1.5, -0.6, 0.9], [-1.2, 0.9, -0.6], [-0.3, 0.2, 0.1], [-0.3, 0.5, -1.5], [0.8, 0.2, 0.3], [-0.6, -0.7, -0.1], [-0.6, 0.4, -0.7], [-0.5, 0.6, 0.0], [-0.3, 0.6, -1.1], [0.5, 0.2, 0.7], [-0.5, -0.1, 0.5], [0.2, -1.0, -0.2], [0.6, 0.4, 0.4], [-1.0, -0.3, -0.1], [-0.3, 0.6, 0.9], [-0.4, 0.0, -0.4], [0.9, -3.2, -1.2], [1.3, -0.2, -2.1], [-1.3, 0.3, 1.2], [0.7, 0.9, -0.7], [-0.2, 0.1, 0.8], [0.6, 0.1, 0.1], [-0.4, 0.2, 0.2], [-0.6, 0.3, -0.2], [0.7, 0.8, 1.2], [0.5, 0.1, 0.6], [-0.7, 0.1, -0.3], [-0.4, -0.5, 0.7], [0.1, 0.2, 0.1], [-0.6, 0.1, -0.3], [0.5, 0.4, 0.1], [-1.1, 0.6, 0.1], [-1.4, 0.4, 1.0], [-1.1, -2.0, -1.1], [-0.1, -1.7, 1.7], [0.1, 0.7, -1.5], [0.6, 2.1, 0.1], [2.1, 0.7, -1.3], [0.0, -0.6, 0.2], [0.6, 0.8, 0.0], [0.2, 0.4, -0.6], [-0.2, -0.1, 0.5], [0.5, 0.2, -0.5], [-0.4, 0.4, 0.7], [0.2, -0.4, 0.6], [-0.7, -0.1, 0.1], [0.1, -0.7, 0.1], [0.2, -0.3, -0.2], [-0.4, 0.0, 0.1], [-1.9, -0.4, 1.1], [2.3, 0.4, -1.2], [0.2, -3.0, 0.1], [0.1, -0.1, -1.5], [-0.9, 1.1, 0.0], [-0.8, 0.1, -0.2], [-0.3, -0.2, 0.3], [0.4, 1.2, 0.6], [-0.1, -0.2, -0.6], [0.4, 0.0, 0.9], [-0.7, 0.7, 0.8], [0.5, 0.4, 0.4], [-0.3, 0.4, 0.1], [0.5, -0.3, -0.1], [0.1, -0.5, 0.1], [0.4, 0.0, -0.5], [0.2, 0.4, -0.2], [1.7, 0.5, -0.2], [-0.2, -0.1, -1.5], [-1.2, -1.4, -0.5], [0.5, 1.6, -1.3], [0.1, -0.6, -0.6], [0.6, 0.1, 1.3], [-0.5, -0.1, -0.4], [-0.5, 1.2, 0.4], [0.8, 0.0, 0.1], [0.0, -0.6, 0.2], [-0.5, 0.2, 0.4], [-0.2, 0.5, 0.7], [0.0, -0.1, 0.1], [-0.6, -0.5, 0.7], [0.7, -0.5, 0.0], [-0.3, -0.2, 0.1], [-0.6, -0.3, 0.5]]}